(1)
{"formula": "C19H40GeN6Os", "method": "ωB97M-V/def2-TZVPD", "elements": ["C", "C", "H", "H", "C", "H", "H", "N", "N", "H", "H", "H", "C", "H", "H", "H", "H", "H", "H", "H", "H", "C", "H", "H", "C", "H", "H", "C", "C", "H", "C", "H", "N", "H", "H", "H", "H", "H", "C", "H", "H", "H", "H", "H", "C", "H", "N", "Os", "H", "H", "H", "C", "C", "H", "H", "N", "C", "C", "C", "H", "H", "C", "H", "C", "C", "Ge", "N"], "positions_angstrom": [[-1.629, -2.172, 1.056], [1.712, -1.687, -4.925], [2.028, 0.105, -2.402], [-2.910, -2.292, -0.650], [0.058, 1.010, 2.888], [-1.222, -2.711, -0.976], [-1.044, -1.435, 3.336], [-0.445, 2.039, -1.227], [6.162, 1.365, 1.917], [2.068, -2.487, -5.573], [0.776, 1.814, 3.055], [6.409, 2.322, 2.099], [-0.066, -1.543, 2.865], [0.199, -4.039, -1.802], [3.545, -3.970, -3.382], [2.381, -0.834, -5.034], [0.260, 3.077, 1.225], [0.414, 2.569, -1.325], [-1.394, 0.703, 1.518], [-2.281, 2.244, -0.246], [1.062, -0.315, 4.197], [-1.871, -2.030, -0.430], [6.873, 0.667, 2.050], [-2.097, -0.039, -0.254], [-2.091, -0.403, -2.246], [0.714, -1.398, -5.254], [2.007, 2.387, 0.465], [0.197, -3.618, -2.808], [-1.111, 1.960, -2.555], [-2.316, -1.522, 1.605], [2.760, 1.638, 0.663], [-1.678, 0.582, -4.085], [-1.566, -0.655, -0.866], [0.377, -2.531, 1.134], [-0.543, 2.533, -3.288], [5.331, -1.082, 1.235], [-3.117, -0.037, -2.165], [4.202, -2.558, -2.548], [-0.698, 2.557, 1.171], [1.688, -0.360, 2.554], [3.113, -1.585, 0.338], [-0.753, 1.141, 3.612], [4.166, 3.063, 1.374], [0.417, -2.405, 3.326], [4.965, 1.046, 1.411], [-0.773, -3.168, -3.016], [-0.251, -1.786, 1.412], [0.504, -0.128, -0.272], [-1.409, 3.760, -0.432], [-1.852, -3.199, 1.353], [0.332, -4.444, -3.507], [-1.245, 0.542, -3.084], [3.974, 2.019, 1.168], [-1.365, 3.039, 1.893], [3.274, -3.776, -1.648], [2.421, 0.365, 0.378], [0.772, -0.307, 3.144], [-1.285, 2.696, -0.216], [3.375, -0.565, 0.590], [-0.247, 0.112, -3.174], [-2.130, -1.355, -2.773], [1.380, -0.685, -1.990], [-2.099, 2.419, -2.483], [3.355, -3.241, -2.594], [4.616, -0.282, 1.091], [1.666, -2.327, -3.055], [-0.477, 1.146, 1.510]], "atomic_forces_ev_per_a": [[-0.1, 0.1, -0.2], [0.0, -0.3, 0.4], [0.0, 0.2, 0.1], [0.0, 0.0, 0.0], [0.3, -0.1, 0.2], [-0.1, 0.1, -0.1], [0.0, -0.1, -0.1], [0.9, -0.7, 0.1], [0.0, 0.0, 0.0], [0.0, 0.0, 0.0], [-0.1, 0.1, -0.1], [0.0, 0.0, 0.0], [0.2, 0.2, 0.2], [0.0, 0.0, 0.0], [0.0, 0.0, 0.0], [0.0, 0.0, 0.0], [0.0, 0.0, 0.1], [-0.1, 0.2, -0.1], [0.0, 0.1, 0.1], [0.0, 0.0, 0.0], [0.0, 0.0, 0.0], [0.0, -0.2, 0.2], [0.0, 0.0, 0.0], [-0.2, -0.1, -0.1], [0.2, 0.1, -0.3], [0.0, 0.0, 0.0], [0.0, 0.0, 0.0], [0.2, 0.2, -0.1], [0.0, -0.2, -0.3], [0.0, 0.0, 0.0], [0.1, -0.1, 0.0], [0.0, 0.0, 0.0], [0.4, 0.3, 0.2], [-0.1, -0.2, 0.1], [0.0, 0.1, 0.1], [0.0, 0.0, 0.0], [0.0, 0.0, 0.0], [0.0, 0.0, 0.0], [0.0, 0.2, -0.2], [0.0, 0.0, 0.1], [0.0, 0.0, 0.0], [0.0, 0.1, 0.0], [0.0, 0.0, 0.0], [-0.1, -0.1, -0.1], [-0.2, 0.0, -0.1], [0.0, 0.0, 0.0], [1.0, 0.2, -1.1], [-1.4, 0.5, -2.2], [-0.1, 0.0, -0.1], [0.0, 0.0, 0.1], [0.0, 0.0, 0.0], [-0.1, 0.0, 0.2], [0.1, 0.0, 0.0], [0.0, 0.0, 0.0], [0.0, 0.0, 0.0], [0.2, 0.5, 0.3], [-0.1, 0.0, 0.0], [0.1, 0.0, 0.3], [0.1, 0.0, 0.0], [0.0, 0.0, -0.2], [0.0, -0.1, 0.1], [-0.8, -0.3, 3.0], [0.0, 0.1, 0.0], [-0.2, 0.4, 0.1], [0.1, 0.0, 0.0], [-0.3, -0.3, -0.8], [0.0, -0.7, -0.1]], "total_energy_ev": -88261.3088, "orbital_gap_ev": [7.28, 7.28], "fmax_ev_per_a": 3.14, "total_charge": 2}



(2)
{"formula": "C19H40N2O6PS", "method": "ωB97M-V/def2-TZVPD", "elements": ["H", "H", "H", "C", "H", "O", "H", "H", "H", "H", "H", "H", "H", "H", "H", "O", "C", "C", "P", "H", "C", "H", "H", "H", "H", "C", "H", "H", "C", "C", "C", "C", "C", "H", "O", "N", "O", "H", "C", "H", "H", "C", "H", "C", "S", "H", "H", "H", "H", "H", "C", "H", "H", "C", "C", "O", "H", "H", "H", "C", "H", "H", "C", "H", "O", "H", "N", "H", "C"], "positions_angstrom": [[-5.365, 7.085, -2.589], [-4.037, -5.793, 3.172], [0.176, -0.520, 1.923], [8.519, -0.780, -2.957], [-2.040, -5.014, 5.355], [6.268, -1.551, -2.426], [-4.938, 5.820, -3.758], [2.903, 1.049, 0.071], [-3.568, -0.950, 0.267], [-1.561, 2.480, 0.536], [2.877, -0.025, -1.307], [8.905, -1.787, -2.799], [-2.955, 2.563, -2.121], [0.504, 0.783, -1.686], [0.805, -2.597, 2.149], [-2.726, -3.574, 4.109], [-2.479, -0.895, 0.442], [-2.944, -4.827, 4.776], [2.497, -2.132, 0.852], [-4.951, 5.492, -2.007], [-5.120, -3.293, 3.648], [-1.855, -2.555, -1.394], [8.644, -0.240, -2.018], [6.648, 0.154, -3.576], [-3.251, -6.905, 4.302], [0.705, -0.030, 1.093], [-5.799, -2.462, 3.831], [5.350, 0.877, -0.428], [0.253, 1.330, 0.529], [-2.150, 0.487, 1.100], [-3.147, -5.952, 3.783], [-2.824, 3.513, -2.642], [2.229, 0.379, -0.514], [9.122, -0.288, -3.721], [-2.321, 5.865, -2.332], [1.659, -3.051, 1.834], [-2.989, 7.790, -3.156], [-3.116, 0.985, 1.313], [-3.711, -2.770, 3.694], [-5.336, -4.045, 4.403], [6.496, 1.012, -1.738], [5.729, -0.995, -1.345], [-3.761, -4.748, 5.494], [-1.296, 1.448, 0.218], [-1.442, -1.295, -1.023], [7.002, 0.268, -0.203], [-3.713, 3.699, -3.244], [-1.512, 1.405, -0.860], [1.350, 2.289, -1.241], [-1.699, 0.291, 2.093], [-2.572, 4.635, -1.655], [-1.986, 3.421, -3.334], [-2.298, -6.014, 3.101], [-3.289, 6.706, -2.747], [-4.717, 6.230, -2.772], [4.939, -1.632, -0.685], [-5.316, -3.701, 2.656], [2.588, -2.769, -0.424], [3.774, -1.837, 1.385], [1.028, 1.305, -0.861], [-1.668, 4.418, -1.084], [0.603, 2.253, 1.030], [7.067, -0.835, -3.382], [-3.378, 4.744, -0.927], [-3.440, -1.665, 3.295], [6.982, -1.393, -4.314], [1.732, -0.563, 0.526], [-2.268, -1.668, 1.207], [6.184, 0.373, -0.915]], "atomic_forces_ev_per_a": [[0.1, 0.0, -0.2], [0.0, 0.0, 0.1], [0.5, 0.0, -0.4], [0.0, 0.0, 0.2], [0.0, 0.2, -0.1], [-0.5, -0.2, -0.1], [0.0, 0.0, 0.0], [0.0, -0.5, -0.4], [0.6, 0.0, -0.4], [0.1, -0.6, -0.3], [-0.8, -0.4, 0.3], [0.0, 0.0, -0.1], [-0.1, 0.0, 0.0], [-0.4, 0.5, 0.7], [-0.1, -0.6, 0.3], [0.4, 0.3, 0.2], [-0.3, -0.8, 1.1], [-0.1, -0.4, 0.0], [-1.4, -3.0, 2.0], [0.0, -0.1, -0.1], [-0.3, 0.1, 0.5], [0.0, 0.8, 0.6], [0.0, 0.1, -0.1], [0.0, 0.0, 0.1], [0.0, 0.0, 0.0], [-0.5, 0.4, 0.6], [0.1, 0.0, -0.2], [0.1, -0.1, 0.2], [-0.1, -0.7, -3.0], [-0.4, 0.0, -0.7], [-0.1, 0.1, -0.2], [-0.1, 0.0, -0.1], [1.5, 2.4, 0.6], [0.0, 0.0, 0.0], [0.6, 0.0, 0.3], [0.5, 1.8, -1.0], [0.2, -0.1, 0.1], [0.5, -0.3, -0.1], [-0.3, -0.2, -0.1], [0.1, -0.1, -0.2], [0.2, -0.1, 0.0], [0.5, 0.1, 0.0], [0.0, 0.1, -0.1], [0.2, 0.7, 2.0], [-0.3, -0.2, -0.3], [0.0, 0.0, 0.0], [0.0, 0.0, 0.1], [0.2, -0.4, 0.5], [-0.1, -0.4, 0.4], [-0.2, 0.4, -0.6], [-0.1, -0.1, -0.2], [0.0, 0.0, 0.1], [0.0, 0.0, 0.1], [-0.5, 0.2, -0.3], [-0.3, 0.0, 0.5], [-0.2, 0.0, -0.2], [0.0, 0.0, 0.0], [0.4, 1.0, 0.2], [-0.3, 0.4, -0.8], [0.7, -1.4, -0.1], [0.1, 0.2, -0.1], [0.0, -1.0, 0.6], [0.4, 0.2, -0.2], [-0.1, 0.0, -0.1], [0.3, 0.1, 0.0], [-0.2, -0.1, 0.1], [-0.3, 1.3, -1.1], [-0.2, 0.4, -0.5], [-0.4, 0.4, -0.2]], "total_energy_ev": -55732.7848, "orbital_gap_ev": 7.77, "fmax_ev_per_a": 3.86, "total_charge": 1}